{
  "formula": "C19H48B3N2O6PS2",
  "method": "ωB97M-V with the def2-TZVPD basis set",
  "symbols": ["C", "C", "C", "C", "C", "C", "C", "O", "B", "O", "B", "S", "O", "B", "P", "O", "O", "S", "O", "H", "H", "H", "H", "H", "H", "H", "H", "H", "H", "H", "H", "H", "H", "H", "H", "H", "H", "C", "C", "N", "C", "C", "C", "C", "H", "H", "H", "H", "H", "H", "H", "H", "H", "H", "H", "H", "H", "H", "H", "C", "C", "N", "C", "C", "C", "C", "H", "H", "H", "H", "H", "H", "H", "H", "H", "H", "H", "H", "H", "H", "H"],
  "positions_angstrom": [[3.202, -4.659, -4.490], [2.069, -3.718, -3.930], [1.835, -2.618, -5.026], [0.771, -4.518, -3.597], [-0.462, -3.578, -3.336], [-1.379, -3.661, -4.634], [-1.342, -4.067, -2.165], [-0.640, -4.148, -0.916], [-0.265, -2.877, -0.471], [-1.201, -1.817, -0.384], [-0.706, -0.743, 0.372], [-1.181, 1.018, 0.160], [0.281, -1.069, 1.364], [1.357, -1.570, 0.590], [3.093, -0.746, 0.471], [2.824, 0.717, -0.295], [3.702, -0.489, 2.003], [4.237, -1.814, -0.681], [1.122, -2.722, -0.165], [3.133, -4.755, -5.592], [4.151, -4.118, -4.298], [3.219, -5.641, -3.984], [2.496, -3.229, -3.032], [1.179, -2.990, -5.831], [2.803, -2.296, -5.455], [1.409, -1.731, -4.522], [0.595, -5.184, -4.468], [0.950, -5.174, -2.725], [-0.146, -2.522, -3.271], [-0.777, -3.906, -5.518], [-1.866, -2.668, -4.730], [-2.193, -4.386, -4.454], [-1.642, -5.109, -2.407], [-2.300, -3.512, -2.074], [-0.248, 1.699, 0.908], [3.459, 0.802, -1.014], [3.588, -1.335, 2.455], [-0.564, -1.570, 4.328], [0.308, -1.764, 5.559], [1.677, -1.310, 5.363], [2.586, -1.747, 6.415], [2.347, -1.218, 7.831], [1.833, 0.071, 4.928], [1.237, 1.171, 5.810], [-0.117, -2.045, 3.457], [-1.544, -2.024, 4.493], [-0.729, -0.515, 4.104], [0.328, -2.834, 5.783], [-0.170, -1.273, 6.418], [3.612, -1.511, 6.118], [2.550, -2.841, 6.452], [2.651, -0.177, 7.932], [2.946, -1.793, 8.541], [1.304, -1.310, 8.138], [1.394, 0.164, 3.929], [2.896, 0.278, 4.773], [0.226, 0.934, 6.146], [1.180, 2.103, 5.242], [1.855, 1.372, 6.684], [-2.909, 7.286, -3.500], [-3.535, 6.436, -2.403], [-3.298, 5.012, -2.571], [-4.122, 4.185, -1.701], [-3.903, 4.301, -0.191], [-1.907, 4.605, -2.686], [-0.962, 4.967, -1.538], [-3.237, 6.955, -4.488], [-3.212, 8.327, -3.377], [-1.819, 7.259, -3.468], [-4.614, 6.611, -2.429], [-3.183, 6.799, -1.427], [-4.009, 3.137, -1.996], [-5.171, 4.422, -1.911], [-2.984, 3.807, 0.123], [-4.723, 3.807, 0.336], [-3.878, 5.337, 0.148], [-1.502, 5.034, -3.608], [-1.863, 3.525, -2.853], [-1.085, 5.999, -1.204], [0.074, 4.857, -1.870], [-1.092, 4.305, -0.682]],
  "de_lowest_kcal_mol": 0.0,
  "homo_energy_ha": -0.2995,
  "homo_lumo_gap_ev": 7.793,
  "largest_force_ev_per_a": 2.58
}

{
  "formula": "C19H48ClO20S5",
  "method": "ωB97M-V with the def2-TZVPD basis set",
  "symbols": ["Cl", "O", "O", "O", "O", "C", "C", "C", "O", "C", "H", "H", "H", "H", "H", "H", "H", "H", "O", "S", "O", "O", "C", "C", "C", "H", "H", "H", "H", "H", "H", "H", "H", "O", "S", "O", "O", "C", "C", "C", "H", "H", "H", "H", "H", "H", "H", "H", "O", "S", "O", "O", "C", "C", "C", "H", "H", "H", "H", "H", "H", "H", "H", "O", "S", "O", "O", "C", "C", "C", "H", "H", "H", "H", "H", "H", "H", "H", "O", "S", "O", "O", "C", "C", "C", "H", "H", "H", "H", "H", "H", "H", "H"],
  "positions_angstrom": [[-28.990, 28.496, 16.342], [-28.226, 28.364, 17.526], [-30.366, 28.282, 16.771], [-28.697, 29.741, 15.677], [-28.681, 27.383, 15.406], [-27.004, 30.203, 11.489], [-26.720, 29.622, 12.902], [-28.048, 29.625, 13.663], [-28.938, 29.637, 12.561], [-28.378, 29.580, 11.261], [-26.387, 29.870, 10.654], [-26.897, 31.283, 11.587], [-26.021, 30.148, 13.551], [-26.317, 28.616, 12.782], [-28.214, 30.429, 14.380], [-28.085, 28.666, 14.181], [-28.846, 30.232, 10.522], [-28.276, 28.548, 10.925], [-32.257, 24.897, 19.679], [-31.322, 25.803, 19.037], [-30.082, 26.242, 19.658], [-30.913, 24.916, 17.663], [-29.673, 25.203, 16.984], [-29.887, 24.776, 15.568], [-32.261, 27.241, 18.304], [-28.880, 24.584, 17.403], [-29.525, 26.283, 16.973], [-29.442, 25.476, 14.860], [-30.888, 24.447, 15.290], [-29.267, 23.902, 15.372], [-32.239, 28.044, 19.041], [-33.193, 26.901, 17.852], [-31.699, 27.686, 17.483], [-33.101, 32.253, 16.133], [-31.769, 31.759, 16.425], [-30.665, 32.703, 16.637], [-31.770, 30.721, 17.781], [-30.578, 30.501, 18.571], [-30.868, 29.559, 19.677], [-31.232, 30.560, 15.162], [-30.317, 31.484, 18.964], [-29.693, 30.118, 18.063], [-31.552, 29.845, 20.477], [-29.913, 29.529, 20.202], [-30.995, 28.570, 19.237], [-30.165, 30.346, 15.232], [-31.536, 31.015, 14.219], [-31.861, 29.691, 15.354], [-30.185, 25.103, 12.074], [-30.587, 26.493, 12.189], [-31.210, 27.163, 11.059], [-31.556, 26.713, 13.620], [-31.908, 28.036, 13.926], [-33.359, 28.175, 14.606], [-29.201, 27.569, 12.710], [-31.815, 28.716, 13.079], [-31.190, 28.359, 14.681], [-33.503, 27.369, 15.326], [-34.098, 28.071, 13.811], [-33.483, 29.189, 14.986], [-28.235, 27.513, 12.208], [-28.989, 27.421, 13.769], [-29.553, 28.596, 12.617], [-23.582, 29.608, 15.133], [-24.361, 28.706, 16.000], [-23.944, 27.326, 16.126], [-24.325, 29.302, 17.519], [-24.870, 28.567, 18.583], [-26.194, 29.346, 19.003], [-26.146, 28.697, 15.572], [-24.235, 28.468, 19.463], [-25.123, 27.573, 18.214], [-26.875, 28.676, 19.528], [-26.746, 29.668, 18.120], [-25.967, 30.279, 19.519], [-26.658, 27.999, 16.234], [-26.323, 28.351, 14.554], [-26.432, 29.720, 15.818], [-26.422, 25.774, 15.129], [-27.033, 26.201, 13.863], [-27.123, 27.556, 13.402], [-26.407, 25.309, 12.655], [-26.262, 23.846, 12.784], [-24.777, 23.525, 13.067], [-28.798, 25.541, 13.833], [-26.554, 23.351, 11.857], [-26.768, 23.384, 13.632], [-24.113, 24.034, 12.369], [-24.676, 22.440, 13.088], [-24.431, 23.730, 14.080], [-29.206, 26.274, 14.528], [-28.728, 24.537, 14.251], [-29.142, 25.463, 12.802]],
  "de_lowest_kcal_mol": 558.4,
  "homo_energy_ha": -0.2156,
  "homo_lumo_gap_ev": 8.149,
  "largest_force_ev_per_a": 10.21,
  "charge": -1
}

{
  "formula": "C19H48NO10P",
  "method": "ωB97M-V with the def2-TZVPD basis set",
  "symbols": ["N", "P", "O", "O", "C", "O", "O", "C", "C", "C", "O", "H", "H", "H", "H", "H", "H", "H", "H", "C", "C", "C", "O", "H", "H", "H", "H", "H", "H", "H", "H", "C", "C", "C", "O", "H", "H", "H", "H", "H", "H", "H", "H", "C", "C", "C", "O", "H", "H", "H", "H", "H", "H", "H", "H", "C", "C", "C", "O", "H", "H", "H", "H", "H", "H", "H", "H", "C", "C", "C", "O", "H", "H", "H", "H", "H", "H", "H", "H"],
  "positions_angstrom": [[4.606, -1.814, 1.797], [3.494, -1.125, 2.903], [2.263, -0.508, 1.914], [4.187, 0.192, 3.757], [4.632, 1.251, 2.992], [4.427, 2.337, 3.374], [5.309, 1.083, 1.811], [6.671, 0.732, 2.043], [7.087, -0.151, 0.746], [7.461, 0.729, -0.529], [6.168, -0.111, -0.324], [4.256, -2.690, 1.420], [5.530, -1.902, 2.205], [1.470, -0.560, 2.472], [7.366, 1.584, 2.014], [6.820, 0.042, 2.891], [7.681, -1.077, 0.912], [7.767, 0.074, -1.351], [6.875, 1.650, -0.614], [0.986, -4.759, -0.346], [0.848, -4.148, 1.040], [-0.427, -3.329, 1.160], [1.977, -3.314, 1.311], [1.034, -3.979, -1.110], [1.910, -5.335, -0.421], [0.146, -5.416, -0.574], [0.848, -4.940, 1.792], [-0.425, -2.501, 0.445], [-0.509, -2.889, 2.156], [-1.310, -3.944, 0.977], [1.989, -2.607, 0.653], [-0.852, 1.467, 3.376], [-1.336, 1.664, 1.949], [-1.769, 3.098, 1.701], [-2.436, 0.785, 1.689], [-1.650, 1.686, 4.091], [-0.555, 0.428, 3.539], [0.000, 2.113, 3.595], [-0.540, 1.396, 1.251], [-2.601, 3.372, 2.358], [-2.121, 3.215, 0.677], [-0.948, 3.796, 1.871], [-3.146, 1.014, 2.301], [-5.594, 3.094, 0.987], [-5.366, 2.991, -0.513], [-6.039, 1.755, -1.090], [-3.967, 2.944, -0.783], [-5.168, 2.227, 1.503], [-5.098, 3.979, 1.390], [-6.658, 3.152, 1.224], [-5.756, 3.885, -1.005], [-5.628, 0.846, -0.641], [-5.861, 1.689, -2.164], [-7.117, 1.773, -0.915], [-3.607, 2.155, -0.353], [0.278, -8.413, -3.484], [-0.300, -7.015, -3.636], [-0.707, -6.738, -5.075], [0.665, -6.050, -3.217], [1.176, -8.530, -4.097], [0.574, -8.595, -2.449], [-0.446, -9.175, -3.779], [-1.168, -6.903, -2.982], [0.159, -6.800, -5.741], [-1.110, -5.729, -5.172], [-1.460, -7.450, -5.417], [1.438, -6.138, -3.787], [-1.297, 7.050, -0.344], [-2.673, 6.868, -0.966], [-2.670, 5.752, -1.997], [-3.084, 8.090, -1.581], [-0.560, 7.321, -1.106], [-1.310, 7.860, 0.387], [-0.963, 6.136, 0.152], [-3.402, 6.643, -0.184], [-1.978, 5.980, -2.814], [-3.660, 5.637, -2.442], [-2.379, 4.802, -1.548], [-2.447, 8.300, -2.274]],
  "homo_energy_ha": -0.3033,
  "homo_lumo_gap_ev": 8.953,
  "largest_force_ev_per_a": 4.99,
  "smiles": "NP(O)OC(=O)OC[C@@H]1CO1.CC(C)O.CC(C)O.CC(C)O.CC(C)O.CC(C)O"
}

{
  "formula": "C19H49BN4O4P",
  "method": "ωB97M-V with the def2-TZVPD basis set",
  "symbols": ["C", "C", "C", "C", "C", "C", "C", "C", "C", "C", "N", "C", "C", "O", "C", "B", "O", "O", "H", "H", "H", "H", "H", "H", "H", "H", "H", "H", "H", "H", "H", "H", "H", "H", "H", "H", "H", "H", "H", "H", "H", "H", "H", "H", "H", "H", "H", "H", "H", "O", "P", "N", "C", "C", "N", "C", "C", "N", "C", "C", "H", "H", "H", "H", "H", "H", "H", "H", "H", "H", "H", "H", "H", "H", "H", "H", "H", "H"],
  "positions_angstrom": [[0.818, 2.508, -1.665], [0.215, 1.082, -1.625], [0.941, 0.173, -0.623], [0.491, 0.322, 0.833], [-1.001, 0.087, 1.090], [-1.414, 0.498, 2.521], [-2.400, 1.667, 2.569], [-1.709, 3.049, 2.498], [-1.675, 3.702, 3.885], [-0.687, 4.837, 4.091], [0.790, 4.478, 4.224], [1.609, 5.214, 3.191], [1.393, 4.753, 1.762], [1.923, 3.462, 1.523], [1.096, 3.015, 4.290], [2.598, 2.691, 4.707], [3.405, 3.720, 5.094], [3.068, 1.415, 4.707], [0.046, 3.265, -1.506], [1.542, 2.639, -0.857], [1.302, 2.700, -2.621], [-0.846, 1.169, -1.393], [0.324, 0.627, -2.610], [1.999, 0.454, -0.658], [0.876, -0.872, -0.935], [1.041, -0.414, 1.428], [0.770, 1.318, 1.203], [-1.616, 0.651, 0.387], [-1.210, -0.974, 0.939], [-1.898, -0.364, 2.986], [-0.521, 0.692, 3.127], [-2.976, 1.596, 3.496], [-3.115, 1.571, 1.751], [-2.290, 3.680, 1.822], [-0.711, 2.908, 2.077], [-1.600, 2.939, 4.663], [-2.654, 4.163, 4.045], [-0.808, 5.566, 3.293], [-0.958, 5.356, 5.012], [1.091, 4.870, 5.116], [1.297, 6.259, 3.256], [2.662, 5.185, 3.458], [1.896, 5.492, 1.132], [0.341, 4.793, 1.472], [2.772, 3.534, 1.078], [0.863, 2.523, 3.350], [0.466, 2.563, 5.061], [4.157, 3.412, 5.615], [2.413, 0.742, 4.913], [0.628, -2.505, -4.109], [-0.148, -3.722, -3.813], [-1.019, -3.402, -2.398], [-1.762, -4.395, -1.638], [-1.675, -2.098, -2.373], [1.009, -4.929, -3.539], [0.861, -5.961, -2.530], [2.404, -4.506, -3.646], [-1.225, -4.687, -4.678], [-0.633, -5.407, -5.827], [-2.388, -3.922, -5.181], [-2.686, -4.725, -2.129], [-2.038, -3.955, -0.677], [-1.167, -5.269, -1.415], [-2.568, -2.032, -3.005], [-0.975, -1.332, -2.701], [-1.978, -1.854, -1.352], [0.961, -5.571, -1.509], [1.635, -6.717, -2.674], [-0.093, -6.477, -2.632], [2.752, -3.965, -2.758], [2.552, -3.867, -4.511], [3.027, -5.393, -3.777], [-0.169, -4.732, -6.554], [-1.426, -5.962, -6.327], [0.112, -6.120, -5.490], [-2.097, -3.070, -5.804], [-2.995, -3.561, -4.353], [-3.021, -4.581, -5.774]],
  "de_lowest_kcal_mol": 0.0,
  "homo_energy_ha": -0.3706,
  "homo_lumo_gap_ev": 7.384,
  "largest_force_ev_per_a": 3.47,
  "charge": 1
}

{
  "formula": "C19H49BrClO10PS7",
  "method": "ωB97M-V with the def2-TZVPD basis set",
  "symbols": ["C", "C", "C", "Cl", "C", "P", "O", "Br", "C", "C", "C", "S", "O", "O", "O", "H", "H", "H", "H", "H", "H", "H", "H", "H", "H", "H", "H", "H", "C", "S", "O", "C", "H", "H", "H", "H", "H", "H", "C", "S", "O", "C", "H", "H", "H", "H", "H", "H", "C", "S", "O", "C", "H", "H", "H", "H", "H", "H", "C", "S", "O", "C", "H", "H", "H", "H", "H", "H", "C", "S", "O", "C", "H", "H", "H", "H", "H", "H", "C", "S", "O", "C", "H", "H", "H", "H", "H", "H"],
  "positions_angstrom": [[2.423, 3.586, 4.972], [1.723, 3.916, 3.531], [1.490, 2.629, 2.545], [0.715, 3.345, 0.975], [2.845, 1.810, 2.126], [4.338, 2.997, 1.726], [3.793, 4.441, 0.918], [5.776, 2.012, 0.237], [2.614, 0.912, 0.735], [1.269, -0.050, 0.813], [1.445, -1.169, 1.997], [2.278, -0.391, 3.484], [1.272, 0.014, 4.632], [3.152, -1.536, 4.133], [3.358, 0.875, 3.136], [1.591, 3.456, 5.794], [3.211, 2.723, 4.968], [3.023, 4.570, 5.284], [0.635, 4.343, 3.778], [2.286, 4.831, 3.012], [0.631, 1.942, 3.000], [4.233, 5.235, 1.385], [2.618, 1.571, -0.236], [3.532, 0.157, 0.631], [1.150, -0.592, -0.239], [0.271, 0.539, 0.993], [0.431, -1.698, 2.271], [2.136, -2.028, 1.540], [-3.652, 1.753, -0.357], [-2.475, 2.496, 0.799], [-1.536, 1.414, 1.244], [-3.664, 2.768, 2.134], [-3.114, 1.466, -1.263], [-4.106, 0.866, 0.090], [-4.424, 2.483, -0.612], [-4.118, 1.819, 2.431], [-4.436, 3.465, 1.801], [-3.135, 3.198, 2.989], [6.583, 0.955, 7.198], [7.442, 2.022, 6.016], [6.602, 3.251, 5.825], [7.184, 0.958, 4.576], [6.588, 1.445, 8.174], [5.551, 0.796, 6.878], [7.105, -0.002, 7.273], [6.115, 0.799, 4.415], [7.687, 0.001, 4.734], [7.613, 1.450, 3.699], [-5.210, -1.953, -1.066], [-4.351, -0.886, -2.247], [-5.191, 0.343, -2.438], [-4.609, -1.949, -3.688], [-5.206, -1.462, -0.089], [-6.242, -2.112, -1.385], [-4.688, -2.910, -0.990], [-5.678, -2.109, -3.849], [-4.107, -2.906, -3.530], [-4.180, -1.457, -4.565], [-0.206, -4.524, -5.650], [-1.014, -3.582, -4.334], [-2.424, -4.083, -4.221], [-1.065, -2.010, -5.228], [-0.104, -5.561, -5.321], [-0.810, -4.491, -6.560], [0.786, -4.108, -5.843], [-1.617, -2.129, -6.164], [-0.046, -1.673, -5.434], [-1.570, -1.270, -4.601], [-3.050, -5.915, 1.586], [-2.192, -4.848, 0.404], [-3.031, -3.619, 0.213], [-2.449, -5.911, -1.036], [-3.046, -5.424, 2.562], [-4.083, -6.074, 1.266], [-2.529, -6.872, 1.661], [-3.518, -6.071, -1.197], [-1.947, -6.869, -0.878], [-2.020, -5.419, -1.913], [-1.221, 2.659, -7.525], [-0.365, 2.075, -6.042], [-0.657, 0.610, -5.900], [-1.410, 2.956, -4.858], [-0.754, 2.199, -8.399], [-2.275, 2.373, -7.486], [-1.129, 3.745, -7.597], [-2.452, 2.652, -4.980], [-1.311, 4.033, -5.014], [-1.076, 2.706, -3.847]],
  "homo_energy_ha": -0.3147,
  "homo_lumo_gap_ev": 8.575,
  "largest_force_ev_per_a": 9.49
}